# 1
{"formula": "C4H6O2", "method": "ωB97M-V/def2-TZVPD", "symbols": ["O", "C", "C", "C", "C", "O", "H", "H", "H", "H", "H", "H"], "coordinates": [[2.15, 0.78, 1.01], [1.15, 0.14, 1.22], [0.44, -0.65, 0.15], [0.19, 0.01, -1.17], [-0.95, -0.25, -0.22], [-1.50, 0.81, 0.51], [0.70, 0.10, 2.23], [0.67, -1.72, 0.18], [0.28, -0.56, -2.08], [0.54, 1.04, -1.24], [-1.65, -1.05, -0.49], [-2.01, 1.36, -0.09]], "lumo_energy_ev": 0.75, "smiles": "O=C[C@@H]1C[C@@H]1O", "e_homo_ev": -9.848, "e_tot_ev": -8338.6278, "e_above_lowest_kcal_mol": 42.3}

---

# 2
{"formula": "C4H6O2", "method": "ωB97M-V/def2-TZVPD", "symbols": ["C", "C", "C", "C", "O", "O", "H", "H", "H", "H", "H", "H"], "coordinates": [[-1.20, -0.46, 0.64], [-0.13, -0.97, -0.40], [0.98, -0.35, -0.81], [1.32, 1.02, -0.22], [2.40, 1.34, 0.19], [0.23, 1.72, 0.39], [-0.94, 0.70, 0.93], [-1.23, -1.20, 1.59], [-2.26, -0.54, 0.32], [-0.17, -2.12, -0.65], [1.49, -0.84, -1.63], [-0.49, 1.69, -0.35]], "lumo_energy_ev": 0.53, "smiles": "C/C=C\\C(=O)O", "e_homo_ev": -10.305, "e_tot_ev": -8337.8864, "e_above_lowest_kcal_mol": 59.4}

---

# 3
{"formula": "C4H6O2", "method": "ωB97M-V/def2-TZVPD", "symbols": ["O", "C", "O", "C", "C", "C", "H", "H", "H", "H", "H", "H"], "coordinates": [[2.40, -0.50, 1.14], [2.15, 0.06, 0.11], [1.00, -0.05, -0.57], [-0.14, -0.39, 0.20], [-1.38, -0.50, -0.60], [-1.10, 0.76, 0.22], [2.81, 0.76, -0.41], [0.07, -1.05, 1.04], [-1.30, -0.50, -1.68], [-2.09, -1.23, -0.22], [-0.68, 1.63, -0.28], [-1.75, 1.02, 1.04]], "lumo_energy_ev": 1.09, "smiles": "O=COC1CC1", "e_homo_ev": -10.392, "e_tot_ev": -8338.9781, "e_above_lowest_kcal_mol": 34.2}

---

# 4
{"formula": "C4H6O2", "method": "ωB97M-V/def2-TZVPD", "symbols": ["O", "C", "C", "C", "O", "C", "H", "H", "H", "H", "H", "H"], "coordinates": [[0.90, 1.99, 0.89], [0.37, 1.06, 0.32], [-1.08, 0.87, 0.10], [-0.43, -1.72, -0.07], [0.50, -1.17, -0.77], [1.25, -0.15, -0.07], [-1.37, 0.74, -0.94], [-1.71, 1.59, 0.62], [-1.17, -0.32, 0.58], [-1.01, -2.31, -0.80], [2.06, 0.15, -0.74], [1.67, -0.57, 0.86]], "lumo_energy_ev": 0.19, "e_homo_ev": -8.810, "e_tot_ev": -8336.1338, "e_above_lowest_kcal_mol": 99.8}

---

# 5
{"formula": "C4H6O2", "method": "ωB97M-V/def2-TZVPD", "symbols": ["C", "C", "C", "O", "C", "O", "H", "H", "H", "H", "H", "H"], "coordinates": [[-1.10, -1.01, -0.04], [-0.10, 0.03, 0.37], [-0.46, 1.45, 0.74], [-0.06, 0.51, 1.72], [1.18, 0.26, -0.16], [1.57, -0.02, -1.40], [-0.87, -1.97, 0.43], [-2.09, -0.68, 0.28], [-1.13, -1.15, -1.12], [0.30, 2.26, 0.63], [0.82, -0.37, -1.91], [1.96, 0.68, 0.47]], "lumo_energy_ev": [0.47, 0.47], "e_homo_ev": [-7.686, -7.688], "e_tot_ev": -8335.6796, "e_above_lowest_kcal_mol": 110.3}

---

# 6
{"formula": "C4H6O2", "method": "ωB97M-V/def2-TZVPD", "symbols": ["C", "C", "C", "O", "C", "O", "H", "H", "H", "H", "H", "H"], "coordinates": [[1.43, -0.04, -0.42], [0.26, -0.32, 0.89], [-0.54, 0.70, 0.26], [-0.44, 1.86, 0.61], [-1.70, -0.04, -0.52], [-1.65, -1.15, -0.99], [1.00, -0.49, -1.34], [2.28, -0.61, -0.11], [1.80, 0.97, -0.74], [0.01, -1.39, 0.82], [0.19, 0.01, 1.95], [-2.65, 0.50, -0.40]], "lumo_energy_ev": -0.29, "smiles": "CCC(=O)C=O", "e_homo_ev": -9.444, "e_tot_ev": -8337.3833, "e_above_lowest_kcal_mol": 71.0}

---

Which formula does entry 2 have? C4H6O2